Record 1
This record from OMol25 describes C22H19Cl2N4O3SeTi as an isolated structure. The level of theory is ωB97M-V/def2-TZVPD.

Values from the calculation:
ΔE to the lowest compared entry with this formula, charge and spin = 0.0000 eV
⟨S²⟩ = 0.780
gap between HOMO and LUMO (spin up / spin down) = 5.73 / 7.73 eV
energy = -148732.9749 eV

ORCA input file:
```
! RIJCOSX wB97M-V def2-TZVPD def2/J DEFGRID3
* xyz 0 2
Ti -0.13311 0.39219 0.61493
Cl 5.76403 -3.37224 -0.78495
C 4.49122 -2.38076 -0.14073
C 4.81138 -1.34092 0.71348
C 3.79460 -0.54894 1.22242
Cl 4.16639 0.76408 2.27916
C 2.46192 -0.79255 0.89033
O 1.47756 -0.04433 1.39081
C 2.16418 -1.84736 0.01458
C 0.70889 -2.06043 -0.31170
O 0.13496 -0.84243 -0.70324
C 3.17754 -2.63761 -0.50033
H 5.83868 -1.13997 0.98028
H 0.61709 -2.76731 -1.14158
H 2.95096 -3.44495 -1.18481
C -3.62825 0.90779 -2.12367
C -3.34327 2.41011 -1.90392
C -2.45639 2.44685 -0.66012
O -1.87172 1.13854 -0.58939
C -2.90952 0.21985 -0.96694
H -3.21838 0.57506 -3.07573
H -4.69238 0.67865 -2.11929
H -4.25172 2.99039 -1.75301
H -2.81718 2.83103 -2.75894
H -3.03603 2.61914 0.25170
H -1.65061 3.17344 -0.71543
H -3.56483 0.06528 -0.10466
H -2.43166 -0.72103 -1.22712
N -1.35554 -0.74722 1.49365
C -1.32448 -2.00869 1.30613
C -2.52483 -2.83537 1.38727
C -2.48367 -4.15686 1.15803
C -1.24131 -4.85039 0.86436
C -0.09047 -4.18093 0.78936
C -0.01422 -2.70241 0.95911
H -3.44944 -2.32548 1.62519
H -3.39702 -4.73817 1.19799
H -1.26804 -5.92269 0.72230
H 0.83913 -4.70171 0.58584
H 0.64389 -2.48247 1.80653
Se -0.37674 3.48855 2.97006
N 0.50852 4.76939 2.06864
C 0.88578 4.25332 0.89301
C 1.59706 4.87271 -0.14542
C 1.88221 4.13055 -1.28838
C 1.47901 2.80688 -1.40279
N 0.79198 2.18406 -0.43251
C 0.50158 2.89429 0.66211
N -0.21613 2.28095 1.61683
H 1.91415 5.90169 -0.04631
H 2.43223 4.58033 -2.10300
H 1.71203 2.21810 -2.28013
*
```


Record 2
This record from OMol25 describes a 3-piece molecular cluster, C5H14N2O overall. The level of theory is ωB97M-V/def2-TZVPD.

Values from the calculation:
ΔE to the lowest compared entry with this formula, charge and spin = 3.2390 eV
gap between HOMO and LUMO = 8.90 eV
energy = -10437.7890 eV

ORCA input file:
```
! RIJCOSX wB97M-V def2-TZVPD def2/J DEFGRID3
* xyz 0 1
C 1.47701 -0.98064 -1.41259
N 1.14728 -1.66358 -0.31676
N 1.69345 0.32606 -1.43222
O -0.07866 -0.13123 -2.99560
H -0.54062 -0.30705 -3.82166
H 1.69029 -1.53591 -2.31068
H 1.07425 0.66083 -2.29413
H 0.69740 -1.17266 0.44586
H 0.95958 -2.64843 -0.39430
H 1.42804 0.81918 -0.58724
C -1.47371 1.27944 -0.43593
C -0.11296 -0.18028 2.94689
C -1.22644 0.43470 0.77090
C -0.35622 0.69098 1.74835
H -1.81723 -0.47873 0.83375
H 0.22220 1.61251 1.70602
H -1.20552 0.73968 -1.35830
H -2.53472 1.53555 -0.50912
H -0.72414 -1.08502 2.91526
H -0.35151 0.35173 3.87230
H 0.93784 -0.47917 3.02319
H -0.90562 2.21205 -0.39399
*
```


Record 3
This record from OMol25 describes C20H26CuN3O6P as an isolated structure. The level of theory is ωB97M-V/def2-TZVPD.

Values from the calculation:
⟨S²⟩ = 0.757
gap between HOMO and LUMO (spin up / spin down) = 6.46 / 6.48 eV
energy = -91838.0696 eV

ORCA input file:
```
! RIJCOSX wB97M-V def2-TZVPD def2/J DEFGRID3
* xyz 0 2
C 3.83761 1.98798 -2.92297
C 2.66162 1.49911 -3.48199
C 1.67107 0.86665 -2.68646
C 1.87310 0.79081 -1.30204
C 3.07215 1.25839 -0.75078
C 4.04292 1.88714 -1.54867
C 0.40469 0.46041 -3.38397
C -0.19310 -0.95898 -3.21247
N 0.27548 -1.78135 -2.13641
Cu 0.50962 0.53039 0.06761
C 3.25865 1.11442 0.75021
P 2.12293 -0.26058 1.21036
H 2.50793 1.59545 -4.55910
H 4.93053 2.29634 -1.06654
H 4.59746 2.46721 -3.54442
H 2.86043 1.98227 1.29750
H 4.28751 0.89026 1.06114
H -0.39320 1.15025 -3.08486
H 0.53023 0.57727 -4.46450
H -1.26790 -0.81532 -3.04033
C 1.91389 -0.16776 3.00840
C 3.24839 -1.69008 0.94532
H -0.06126 -1.50173 -4.17582
C 1.58122 -2.36718 -2.28367
C -0.69016 -2.66491 -1.52661
H -0.94369 -0.44972 2.07470
H 1.62115 -3.14623 -3.06699
H 2.31393 -1.59497 -2.51918
H 1.86480 -2.84053 -1.33857
H -0.86535 -3.59908 -2.09635
H -0.32862 -2.94193 -0.52882
H -1.63483 -2.11846 -1.41413
H 4.12983 -1.60470 1.59879
H 2.69044 -2.60987 1.17553
H 3.58305 -1.73251 -0.09807
H 2.88458 0.02872 3.49787
H 1.18668 0.62825 3.23970
H 1.48433 -1.12783 3.33749
H -0.61372 -1.07818 2.24085
O -2.84877 -0.23643 -1.49375
C -2.29379 0.47276 -0.62877
O -1.13215 1.04994 -0.73681
C -3.03444 0.75867 0.66669
C -2.41376 1.51386 1.67953
C -3.01293 1.59655 2.95477
C -4.29856 1.09546 3.16969
C -4.94524 0.39659 2.13688
C -4.32501 0.24062 0.87638
N -6.22701 -0.21131 2.37150
O -6.74762 -0.10787 3.50542
O -6.78080 -0.82036 1.43009
N -2.19055 2.03134 4.05600
O -0.97211 2.23505 3.83781
O -2.70807 2.17524 5.17773
H -1.44024 1.95856 1.50296
H -4.76940 1.19860 4.14867
H -4.81395 -0.30666 0.07347
*
```


Record 4
This record from OMol25 describes C16H22CrN2O2S as an isolated structure. The level of theory is ωB97M-V/def2-TZVPD.

Values from the calculation:
ΔE to the lowest compared entry with this formula, charge and spin = 1.1474 eV
⟨S²⟩ = 0.793
gap between HOMO and LUMO (spin up / spin down) = 8.53 / 8.41 eV
energy = -63274.3768 eV

ORCA input file:
```
! RIJCOSX wB97M-V def2-TZVPD def2/J DEFGRID3
* xyz 1 2
Cr 0.27879 -0.64086 0.45398
C -0.92128 0.08982 2.09765
C 0.41376 0.55400 2.33884
C 0.79026 1.38073 1.25857
C -0.32766 1.52909 0.40279
C -1.39337 0.71339 0.92008
C -2.83422 0.64524 0.50589
C -0.37422 2.52763 -0.71270
C 2.12612 2.04089 1.09347
C 1.25013 0.32354 3.54984
C -1.71852 -0.80753 2.98393
H -3.46109 0.86839 1.37063
H -3.12973 -0.34137 0.14444
H -3.08525 1.38218 -0.25509
H -0.07647 3.50377 -0.32675
H -1.37554 2.64034 -1.12145
H 0.30291 2.28211 -1.53126
H 2.08639 2.83572 0.35130
H 2.89764 1.33409 0.78028
H 2.45634 2.47566 2.03714
H 1.19844 1.21424 4.18170
H 2.29606 0.16251 3.29172
H 0.90421 -0.52681 4.12934
H -2.27592 -1.55014 2.41104
H -2.44418 -0.22667 3.55803
H -1.07668 -1.34068 3.68003
O 1.32684 -2.05505 -0.65605
C 1.55847 -2.05677 -2.04934
C 0.49143 -1.20881 -2.64872
C 0.31825 -1.16453 -4.02377
C -0.72292 -0.42730 -4.54722
C -1.57051 0.22485 -3.66417
C -1.31503 0.13850 -2.31406
N -0.28592 -0.54427 -1.78243
H 2.08384 -2.50771 -0.16684
H 1.48450 -3.07561 -2.43551
H 2.55634 -1.67415 -2.27960
H 0.99087 -1.72094 -4.66303
H -0.88436 -0.37618 -5.61544
H -2.42218 0.79220 -4.01095
H -1.96778 0.62571 -1.61740
O 2.90775 -3.22706 0.94870
S 1.98176 -2.92602 2.07169
N 0.96169 -1.88610 1.86070
*
```


Record 5
This record from OMol25 describes a 3-piece molecular cluster, C4H11NO2 overall. The level of theory is ωB97M-V/def2-TZVPD.

Values from the calculation:
ΔE to the lowest compared entry with this formula, charge and spin = 2.5343 eV
⟨S²⟩ = 0.766
gap between HOMO and LUMO (spin up / spin down) = 9.77 / 6.42 eV
energy = -9900.4614 eV

ORCA input file:
```
! RIJCOSX wB97M-V def2-TZVPD def2/J DEFGRID3
* xyz 1 2
N 0.50316 -0.86184 1.92702
C -0.21501 -0.06542 0.85585
C -0.49494 1.27976 0.94890
C -2.47082 -0.94220 -0.27541
C -1.28203 -1.15897 0.36577
H 1.22583 -0.28836 2.49647
H 0.95993 -1.65824 1.43298
H -1.38225 1.82324 0.46357
H 0.03132 1.84620 1.60045
H -3.16780 -1.79310 -0.46112
H -2.74041 0.04841 -0.67410
H -1.07146 -2.19544 0.79515
H 1.62161 3.61159 -2.68628
H 1.61930 2.82147 -1.31926
O 1.09883 3.06203 -2.14364
H 2.09487 -0.96852 -0.70990
H 1.45853 -1.90191 -1.78898
O 1.72682 -1.81097 -0.85746
*
```


Record 6
This record from OMol25 describes a 3-piece molecular cluster, C20H35F2IN3O5S overall. The level of theory is ωB97M-V/def2-TZVPD.

Values from the calculation:
ΔE to the lowest compared entry with this formula, charge and spin = 0.4954 eV
gap between HOMO and LUMO = 5.71 eV
energy = -60377.2270 eV

ORCA input file:
```
! RIJCOSX wB97M-V def2-TZVPD def2/J DEFGRID3
* xyz 1 1
C 7.59169 -2.77023 0.39493
C 6.15242 -2.19259 0.30284
C 5.90734 -1.16174 1.44530
I 5.01034 -2.10640 3.18831
C 5.10138 0.03853 0.99471
C 5.70165 1.33344 1.02741
C 7.12925 1.60891 1.45322
C 8.02033 1.59783 0.16319
C 9.12992 0.52759 0.15880
O 7.15102 1.32694 -0.95757
N 5.01032 2.38416 0.67578
N 3.79693 2.16243 0.28568
C 3.13850 1.03267 0.16740
N 1.80384 1.03442 -0.32971
C 0.90736 1.61183 0.65259
O 1.07212 2.64602 1.21639
F -0.12088 0.83764 0.90036
C 1.74868 1.73229 -1.58182
O 1.31361 2.83517 -1.70107
F 2.24916 1.11023 -2.62737
C 3.78836 -0.14103 0.54497
S 2.98843 -1.71582 0.41179
H 8.30166 -2.07008 0.84436
H 7.97925 -3.00624 -0.60199
H 7.63065 -3.69687 0.97429
H 5.46553 -3.03856 0.36808
H 6.07538 -1.72495 -0.68637
H 6.89297 -0.86724 1.79345
H 7.11988 2.63968 1.81912
H 7.46566 0.93563 2.23890
H 8.41348 2.60402 -0.00650
H 9.42751 0.21705 1.16323
H 8.79426 -0.36437 -0.38323
H 9.96767 0.92079 -0.42650
H 7.65905 0.89074 -1.64725
H 3.26697 2.99995 0.03158
H 1.92920 -1.57421 1.24718
C -5.29090 -0.01096 -0.91091
C -4.50600 -0.99597 -0.06181
O -3.78235 -1.95380 -0.81658
C -2.80793 -1.44637 -1.70481
C -1.71805 -0.64008 -1.01763
H -5.98897 -0.54070 -1.56132
H -5.85413 0.67197 -0.27461
H -4.63999 0.58915 -1.54895
H -5.20025 -1.56304 0.55833
H -3.83544 -0.46907 0.62686
H -3.28423 -0.86117 -2.49885
H -2.35837 -2.31388 -2.18932
H -2.11627 0.24544 -0.52209
H -0.97467 -0.31127 -1.74856
H -1.21893 -1.24516 -0.25846
C -8.47587 -0.79018 0.89232
C -9.79178 -1.14079 0.21787
O -10.86330 -0.29204 0.58174
C -10.70248 1.08355 0.28483
C -10.50804 1.37398 -1.19377
H -8.58578 -0.81386 1.97797
H -7.70045 -1.50131 0.60217
H -8.13131 0.20836 0.61955
H -10.08748 -2.14657 0.51732
H -9.67691 -1.16308 -0.87157
H -9.88216 1.50572 0.87660
H -11.61379 1.57409 0.62778
H -9.60221 0.90994 -1.58729
H -10.43229 2.44934 -1.36023
H -11.35056 0.99006 -1.77099
*
```


Record 7
This record from OMol25 describes C2H2N2OS as an isolated structure. The level of theory is ωB97M-V/def2-TZVPD.

Values from the calculation:
ΔE to the lowest compared entry with this formula, charge and spin = 4.1591 eV
gap between HOMO and LUMO = 9.33 eV
energy = -17964.8171 eV

ORCA input file:
```
! RIJCOSX wB97M-V def2-TZVPD def2/J DEFGRID3
* xyz 0 1
C -0.21424 -0.17650 -0.16512
C 0.53086 1.13650 0.02202
H -2.39668 -1.28403 0.85519
H 0.44101 2.26366 -0.02976
N 1.79900 0.71586 0.09293
N 0.53619 -1.16006 -0.05988
O 1.81318 -0.65445 0.01516
S -1.92474 0.10034 -0.01997
*
```


Record 8
This record from OMol25 describes a 2-piece molecular cluster, C3H8O2S overall. The level of theory is ωB97M-V/def2-TZVPD.

Values from the calculation:
ΔE to the lowest compared entry with this formula, charge and spin = 6.6416 eV
gap between HOMO and LUMO = 8.25 eV
energy = -18164.6033 eV

ORCA input file:
```
! RIJCOSX wB97M-V def2-TZVPD def2/J DEFGRID3
* xyz 0 1
C -0.58160 0.08717 1.92326
C -1.29040 -0.63187 -0.89582
C 1.42526 -0.21888 -1.15791
O 0.03684 1.71131 -0.07079
O -0.10660 1.09978 2.58447
S 0.01686 0.27218 0.09649
H 0.33298 -1.09001 2.13222
H -1.24897 -1.63500 -0.46721
H -2.15264 -0.03031 -0.82631
H -1.05499 -0.88841 -1.96579
H 1.48903 -1.25770 -0.93378
H 0.94904 0.37994 -1.96264
H 2.25007 0.24976 -0.60777
H -0.06486 1.95204 2.15157
*
```


Repeat the seventh record exactly.
This record from OMol25 describes C2H2N2OS as an isolated structure. The level of theory is ωB97M-V/def2-TZVPD.

Values from the calculation:
ΔE to the lowest compared entry with this formula, charge and spin = 4.1591 eV
gap between HOMO and LUMO = 9.33 eV
energy = -17964.8171 eV

ORCA input file:
```
! RIJCOSX wB97M-V def2-TZVPD def2/J DEFGRID3
* xyz 0 1
C -0.21424 -0.17650 -0.16512
C 0.53086 1.13650 0.02202
H -2.39668 -1.28403 0.85519
H 0.44101 2.26366 -0.02976
N 1.79900 0.71586 0.09293
N 0.53619 -1.16006 -0.05988
O 1.81318 -0.65445 0.01516
S -1.92474 0.10034 -0.01997
*
```


Question: Which value of energy does entry 2 give?
Answer: -10437.7890 eV